No. 1
Formula: C29H45F5N2O25S3
Source: the Open Molecules 2025 dataset
Level of theory: ωB97M-V with the def2-TZVPD basis set

## Properties
maximum force = 0.1412 hartree/bohr
SMILES = O=C1OC[C@@H](F)O1.O=C1OC[C@@H](F)O1.O=C1OC[C@@H](F)O1.O=C1OC[C@@H](F)O1.O=C1OC[C@@H](F)O1.C[N+](=O)[O-].C[N+](=O)[O-].O=S1(=O)CCCC1.O=S1(=O)CCCC1.O=S1(=O)CCCC1
gap between HOMO and LUMO = 9.8714 eV
LUMO energy = -0.22 eV

Element x y z (Å)
C1 6.522 -1.126 -4.792
N1 5.359 -0.954 -3.804
O1 5.555 -0.262 -2.894
O2 4.357 -1.567 -4.106
H1 6.540 -0.203 -5.372
H2 6.365 -2.015 -5.404
H3 7.447 -1.295 -4.242
C2 3.777 -5.826 0.154
N2 4.625 -6.752 1.005
O3 4.243 -7.986 1.064
O4 5.609 -6.275 1.586
H4 4.186 -5.825 -0.857
H5 3.856 -4.792 0.489
H6 2.730 -6.089 -0.001
C3 -2.359 -5.203 -4.769
C4 -3.733 -5.492 -4.199
C5 -4.795 -4.591 -4.626
S1 -4.077 -3.266 -5.609
O5 -4.275 -1.902 -5.098
O6 -4.379 -3.540 -7.037
C6 -2.304 -3.758 -5.150
H7 -2.321 -5.900 -5.605
H8 -1.543 -5.557 -4.139
H9 -3.706 -5.507 -3.110
H10 -4.068 -6.486 -4.498
H11 -5.297 -4.147 -3.768
H12 -5.611 -4.938 -5.260
H13 -1.971 -3.133 -4.321
H14 -1.833 -3.611 -6.122
C7 5.273 6.125 -1.909
C8 6.572 5.824 -1.036
C9 7.679 6.717 -1.765
S2 7.093 6.909 -3.583
O7 7.957 6.144 -4.442
O8 6.677 8.251 -3.952
C10 5.573 6.037 -3.338
H15 4.820 7.100 -1.732
H16 4.447 5.504 -1.561
H17 6.776 4.775 -1.249
H18 6.522 5.844 0.053
H19 8.665 6.277 -1.913
H20 7.733 7.785 -1.552
H21 5.866 4.998 -3.488
H22 4.927 6.318 -4.170
C11 -10.996 2.628 -0.319
C12 -10.037 3.004 -1.426
C13 -9.450 1.670 -1.929
S3 -10.583 0.285 -1.821
O9 -10.054 -0.795 -1.023
O10 -11.375 -0.042 -3.053
C14 -11.707 1.272 -0.750
H23 -11.801 3.363 -0.354
H24 -10.430 2.568 0.610
H25 -9.304 3.630 -0.917
H26 -10.504 3.500 -2.276
H27 -8.755 1.337 -1.157
H28 -9.064 1.575 -2.944
H29 -12.189 0.794 0.103
H30 -12.483 1.474 -1.488
C15 -0.376 0.803 0.723
C16 -1.194 1.803 1.484
O11 -2.395 1.126 1.621
C17 -2.324 -0.177 1.126
O12 -3.238 -0.989 0.967
O13 -1.076 -0.422 0.931
F1 -1.268 2.951 0.828
H31 0.584 0.779 1.238
H32 -0.205 1.225 -0.267
H33 -0.706 1.773 2.458
C18 2.281 -3.093 9.027
C19 2.599 -3.376 7.526
O14 1.931 -2.206 7.006
C20 1.901 -1.222 7.868
O15 1.787 -0.069 7.332
O16 2.102 -1.670 9.128
F2 2.051 -4.468 7.027
H34 3.149 -3.429 9.595
H35 1.406 -3.587 9.449
H36 3.634 -3.220 7.223
C21 9.948 1.026 5.342
C22 9.894 -0.443 5.636
O17 8.761 -1.042 4.990
C23 8.239 0.045 4.318
O18 7.172 -0.142 3.786
O19 8.925 1.217 4.450
F3 9.685 -0.654 6.937
H37 10.905 1.290 4.891
H38 9.917 1.621 6.255
H39 10.865 -0.884 5.411
C24 -1.091 5.691 -6.064
C25 -1.764 6.286 -7.358
O20 -1.978 5.088 -8.139
C26 -1.157 4.017 -7.709
O21 -0.952 2.901 -8.212
O22 -0.809 4.347 -6.448
F4 -0.949 7.062 -8.011
H40 -1.664 5.804 -5.143
H41 -0.174 6.280 -6.051
H42 -2.692 6.848 -7.248
C27 -5.739 -3.882 8.382
C28 -4.704 -3.569 7.358
O23 -3.805 -4.549 7.475
C29 -4.026 -5.238 8.541
O24 -3.317 -6.134 9.010
O25 -5.144 -4.897 9.156
F5 -4.086 -2.446 7.680
H43 -6.571 -4.368 7.873
H44 -5.973 -3.117 9.121
H45 -5.105 -3.563 6.344

=====

No. 2
Formula: C29H45IrN4O5S2
Source: the Open Molecules 2025 dataset
Level of theory: ωB97M-V with the def2-TZVPD basis set

## Properties
multiplicity = 2
total charge = +1
expectation value of S² = 0.801
maximum force = 0.0124 hartree/bohr
gap between HOMO and LUMO (alpha / beta) = 7.5594 / 7.5983 eV
LUMO energy (alpha / beta) = -2.12 / -3.24 eV

Element x y z (Å)
Ir1 0.051 -1.044 0.386
N1 -0.807 0.228 1.914
C1 -2.071 -0.395 2.375
C2 -2.661 -1.288 1.285
O1 -3.855 -1.463 1.192
O2 -1.775 -1.880 0.528
H1 -0.206 0.423 2.706
H2 -0.992 1.111 1.436
H3 -2.799 0.340 2.708
H4 -1.837 -1.058 3.210
C3 1.220 5.017 -0.014
S1 0.283 3.484 -0.077
C4 0.678 3.035 -1.786
O3 -1.152 3.881 -0.051
H5 0.855 5.688 -0.791
H6 2.280 4.803 -0.152
H7 1.055 5.457 0.968
H8 1.294 3.788 -2.273
H9 -0.290 2.967 -2.280
H10 1.153 2.058 -1.796
C5 -4.927 -0.582 -2.719
N2 -4.015 0.039 -1.777
N3 -2.662 -0.195 -1.787
C6 -2.068 0.666 -0.911
O4 -0.811 0.631 -0.605
C7 -3.078 1.498 -0.402
C8 -4.263 1.071 -0.956
C9 -5.644 1.583 -0.758
C10 -2.094 -1.278 -2.525
C11 -1.167 -0.986 -3.514
C12 -0.657 -2.021 -4.283
C13 -1.083 -3.324 -4.062
C14 -2.001 -3.602 -3.058
C15 -2.510 -2.577 -2.276
H11 -4.362 -0.996 -3.549
H12 -5.609 0.175 -3.102
H13 -5.493 -1.380 -2.239
H14 -2.925 2.329 0.264
H15 -5.636 2.366 -0.004
H16 -6.308 0.786 -0.425
H17 -6.046 2.003 -1.681
H18 -0.867 0.041 -3.681
H19 0.062 -1.809 -5.063
H20 -0.695 -4.128 -4.674
H21 -2.319 -4.621 -2.880
H22 -3.204 -2.771 -1.470
C16 4.332 -2.488 0.889
C17 4.548 -1.433 1.967
C18 3.265 -0.730 2.397
S2 2.518 0.556 1.367
O5 1.934 -0.126 0.114
C19 3.942 1.469 0.748
C20 4.679 0.877 -0.457
C21 4.065 1.233 -1.804
H23 5.286 -2.875 0.530
H24 3.779 -2.089 0.040
H25 3.757 -3.330 1.279
H26 5.296 -0.701 1.656
H27 4.958 -1.902 2.863
H28 3.378 -0.227 3.362
H29 2.439 -1.443 2.497
H30 4.590 1.577 1.621
H31 3.552 2.463 0.513
H32 4.760 -0.204 -0.364
H33 5.699 1.267 -0.412
H34 3.079 0.787 -1.919
H35 4.698 0.866 -2.611
H36 3.976 2.315 -1.922
C22 0.668 -4.338 2.416
C23 1.406 -4.713 1.165
C24 2.052 -5.922 1.038
C25 2.723 -6.255 -0.138
C26 2.753 -5.365 -1.203
C27 2.124 -4.135 -1.137
C28 2.228 -3.168 -2.279
C29 1.432 -3.802 0.063
N4 0.847 -2.618 0.203
H37 0.567 -5.199 3.074
H38 -0.325 -3.953 2.183
H39 1.198 -3.555 2.966
H40 2.027 -6.626 1.861
H41 3.225 -7.210 -0.220
H42 3.294 -5.628 -2.105
H43 3.273 -3.034 -2.564
H44 1.803 -2.197 -2.031
H45 1.700 -3.551 -3.152

=====

No. 3
Formula: C29H45N7O6PS2Sn
Source: the Open Molecules 2025 dataset
Level of theory: ωB97M-V with the def2-TZVPD basis set

## Properties
total charge = +1
maximum force = 0.0096 hartree/bohr
gap between HOMO and LUMO (alpha / beta) = 5.7877 / 5.4999 eV
LUMO energy (alpha / beta) = -4.66 / -4.88 eV

Element x y z (Å)
Sn1 -0.290 -0.360 0.679
O1 0.045 -3.319 -2.420
C1 -0.110 -2.712 -1.385
O2 0.297 -1.505 -1.127
C2 -0.845 -3.359 -0.218
C3 -1.300 -4.663 -0.195
C4 -1.980 -5.097 0.938
C5 -2.198 -4.226 1.997
C6 -1.732 -2.928 1.888
N1 -1.069 -2.540 0.804
C7 -1.969 -1.826 2.924
O3 -2.419 -2.126 4.008
O4 -1.646 -0.649 2.495
H1 -1.115 -5.301 -1.048
H2 -2.347 -6.114 0.991
H3 -2.720 -4.517 2.898
C8 -4.478 3.028 -1.592
N2 -3.096 2.598 -1.427
C9 -2.110 3.612 -1.759
C10 -2.757 1.368 -1.010
N3 -1.524 0.877 -1.180
C11 -0.858 1.014 -2.361
C12 -1.529 0.978 -3.602
C13 -0.838 1.037 -4.779
C14 0.578 1.129 -4.788
C15 1.266 1.181 -3.619
C16 0.584 1.156 -2.366
N4 1.193 1.221 -1.189
C17 2.395 1.770 -0.972
N5 2.722 2.977 -1.466
C18 4.101 3.423 -1.612
C19 1.729 3.945 -1.901
N6 3.289 1.113 -0.210
C20 3.209 -0.336 -0.087
C21 3.990 1.775 0.887
N7 -3.715 0.636 -0.381
C22 -3.611 -0.815 -0.382
C23 -4.356 1.165 0.828
H4 -4.578 3.493 -2.574
H5 -4.747 3.767 -0.833
H6 -5.149 2.178 -1.529
H7 -1.933 3.655 -2.837
H8 -1.185 3.404 -1.236
H9 -2.482 4.578 -1.418
H10 -2.606 0.860 -3.605
H11 -1.370 0.981 -5.719
H12 1.104 1.138 -5.732
H13 2.348 1.224 -3.612
H14 4.780 2.582 -1.516
H15 4.358 4.189 -0.878
H16 4.209 3.856 -2.608
H17 0.758 3.678 -1.504
H18 1.686 3.998 -2.992
H19 1.997 4.922 -1.500
H20 2.613 -0.756 -0.892
H21 2.769 -0.622 0.873
H22 4.220 -0.745 -0.130
H23 3.927 2.853 0.796
H24 5.038 1.473 0.903
H25 3.522 1.486 1.831
H26 -3.090 -1.159 -1.273
H27 -4.620 -1.228 -0.383
H28 -3.108 -1.181 0.513
H29 -4.462 2.244 0.770
H30 -3.760 0.905 1.708
H31 -5.347 0.724 0.927
C24 1.309 4.714 5.699
C25 1.889 5.191 4.386
C26 1.700 6.671 4.132
O5 1.348 4.368 3.292
P1 0.044 4.596 2.457
S1 0.145 5.878 0.961
S2 -0.288 3.000 1.329
O6 -1.019 4.924 3.567
C27 -2.409 5.379 3.478
C28 -2.416 6.891 3.543
C29 -3.151 4.824 2.279
H32 1.837 5.198 6.522
H33 1.426 3.636 5.803
H34 0.252 4.962 5.772
H35 2.951 4.949 4.342
H36 0.646 6.950 4.163
H37 2.119 6.970 3.172
H38 2.215 7.225 4.918
H39 -2.844 4.961 4.387
H40 -1.915 7.312 2.670
H41 -1.915 7.243 4.444
H42 -3.443 7.255 3.559
H43 -2.770 5.245 1.348
H44 -4.202 5.098 2.381
H45 -3.073 3.740 2.238

=====

No. 4
Formula: C29H45O22Rb
Source: the Open Molecules 2025 dataset
Level of theory: ωB97M-V with the def2-TZVPD basis set

## Properties
maximum force = 0.0942 hartree/bohr
gap between HOMO and LUMO = 3.3275 eV
LUMO energy = -2.24 eV

Element x y z (Å)
Rb1 0.384 -6.417 2.998
C1 -0.109 -0.563 0.714
O1 0.238 -1.717 1.440
H1 0.519 0.265 1.046
H2 -0.021 -0.652 -0.369
H3 -1.103 -0.135 0.850
C2 1.466 -5.720 -3.060
C3 0.116 -6.424 -3.454
C4 0.107 -7.147 -4.741
O2 -0.469 -8.419 -4.436
C5 -0.561 -8.620 -3.089
O3 -0.829 -9.644 -2.506
O4 -0.079 -7.497 -2.528
H4 1.570 -4.897 -3.766
H5 2.377 -6.291 -3.241
H6 1.483 -5.317 -2.047
H7 -0.734 -5.742 -3.468
H8 1.076 -7.407 -5.168
H9 -0.531 -6.647 -5.470
C6 3.219 0.335 -4.233
C7 2.510 0.367 -5.604
C8 3.154 1.283 -6.629
O5 3.750 0.330 -7.512
C9 3.190 -0.847 -7.359
O6 3.235 -1.766 -8.168
O7 2.410 -0.856 -6.306
H10 2.959 1.254 -3.709
H11 4.300 0.200 -4.267
H12 2.741 -0.481 -3.689
H13 1.506 0.747 -5.418
H14 4.005 1.812 -6.199
H15 2.544 2.027 -7.140
C10 -3.398 5.189 0.528
C11 -3.986 5.623 1.946
C12 -3.013 6.489 2.756
O8 -3.551 7.814 2.683
C13 -4.816 7.698 2.292
O9 -5.530 8.656 2.136
O10 -5.065 6.506 1.847
H16 -4.109 4.564 -0.013
H17 -2.520 4.547 0.593
H18 -3.088 5.998 -0.133
H19 -4.289 4.765 2.547
H20 -2.012 6.599 2.340
H21 -2.909 6.093 3.766
C14 2.780 4.129 2.837
C15 2.468 3.380 4.202
C16 3.435 3.506 5.354
O11 2.661 3.996 6.405
C17 1.374 4.068 6.007
O12 0.463 4.258 6.787
O13 1.257 3.807 4.742
H22 3.793 3.900 2.503
H23 2.677 5.213 2.885
H24 2.067 3.777 2.092
H25 2.328 2.328 3.953
H26 4.167 4.272 5.098
H27 3.878 2.513 5.437
C18 -5.469 1.403 -5.081
C19 -4.183 0.634 -4.614
C20 -4.408 -0.368 -3.546
O14 -3.733 -1.505 -4.015
C21 -3.535 -1.373 -5.310
O15 -3.211 -2.327 -6.030
O16 -3.955 -0.181 -5.693
H28 -6.320 0.725 -5.145
H29 -5.240 1.828 -6.058
H30 -5.620 2.218 -4.373
H31 -3.356 1.304 -4.379
H32 -5.453 -0.643 -3.401
H33 -3.973 0.003 -2.619
C22 -4.922 0.021 5.621
C23 -4.412 -1.368 5.856
C24 -2.934 -1.523 5.850
O17 -2.628 -1.826 7.162
C25 -3.665 -2.053 7.903
O18 -3.668 -2.532 9.036
O19 -4.761 -1.749 7.176
H34 -5.953 0.202 5.925
H35 -4.838 0.253 4.559
H36 -4.315 0.821 6.044
H37 -4.876 -1.916 5.036
H38 -2.461 -0.606 5.500
H39 -2.575 -2.360 5.251
C26 6.589 -2.586 -0.208
C27 5.875 -1.584 0.659
C28 5.687 -2.085 2.078
O20 6.103 -1.031 2.847
C29 6.723 -0.103 2.099
O21 7.234 0.933 2.509
O22 6.637 -0.429 0.823
H40 6.138 -3.574 -0.108
H41 7.654 -2.630 0.020
H42 6.553 -2.347 -1.271
H43 4.870 -1.414 0.272
H44 6.270 -2.977 2.308
H45 4.647 -2.356 2.259